Density functional theory data (wB97M-V/def2-TZVPD) for 2 unconnected molecules or ions with the total composition C21H24N2.

Last column: Löwdin charge in e.
Cartesian coordinates (Å):
N  -2.43393  4.46355  3.39754  -0.039
N  -3.54591  1.99883  1.51247  0.092
C  1.67409  -0.61872  2.50204  -0.133
C  -0.59596  0.17250  2.24093  -0.058
C  0.30370  -0.75632  2.75332  -0.112
C  -3.78432  4.33295  3.97485  -0.136
C  -2.98935  5.61140  1.30902  -0.163
C  -1.11553  2.01191  0.66860  -0.339
C  -1.47998  4.95017  5.62316  -0.169
C  -2.87209  4.84325  6.24212  -0.203
C  -0.79637  2.59704  -0.65511  -0.097
C  2.14389  0.46384  1.74120  -0.118
C  -3.92631  6.54545  1.84129  -0.020
C  -4.68958  7.34420  0.99417  -0.068
C  -2.83054  5.58338  -0.10258  -0.005
C  -0.15922  1.21810  1.38642  -0.223
C  -4.64487  7.14542  -0.39200  -0.059
C  1.24856  1.37540  1.19324  -0.061
C  -2.16525  4.76108  2.13914  0.028
C  -2.43747  1.99126  1.10738  -0.325
C  -3.76274  6.19713  -0.93225  -0.052
C  -1.36976  4.09869  4.35538  -0.110
C  -3.92796  5.22034  5.21267  -0.180
H  -0.71662  4.63508  6.34152  0.120
H  -5.28879  7.72448  -1.05086  0.109
H  -4.02604  6.66149  2.92171  0.094
H  -4.93384  5.10239  5.62595  0.121
H  0.21118  3.02286  -0.66198  0.060
H  -0.84039  1.84848  -1.46125  0.083
H  2.37492  -1.35162  2.89891  0.085
H  -0.38957  4.22080  3.88414  0.135
H  -1.20036  4.41119  1.73693  0.143
H  -5.33775  8.11054  1.42009  0.109
H  -3.03651  3.80274  6.54474  0.119
H  1.61819  2.23562  0.62665  0.091
H  -3.89320  3.27739  4.27453  0.138
H  -0.07549  -1.58454  3.35500  0.096
H  -3.79301  5.95791  -1.99894  0.116
H  -3.80853  6.27655  4.93727  0.105
H  -4.54697  4.53954  3.22092  0.123
H  -1.50150  3.03716  4.61075  0.142
H  -1.66305  0.07227  2.45141  0.096
H  3.21802  0.59400  1.58457  0.095
H  -2.95216  5.47610  7.13191  0.116
H  -1.95412  5.07827  -0.51244  0.097
H  -1.51559  3.38266  -0.89964  0.036
H  -1.28245  6.00011  5.36808  0.120

Calculated values
E_tot ... -25143.894 eV
F_max ... 1.39 eV/Å
HOMO level ... -0.195 hartree
Lowest unoccupied orbital energy ... -1.33 eV